Record 1
Formula: C3H5N3
Source: OMol25
Level of theory: ωB97M-V/def2-TZVPD

The geometry in XYZ format:
```
11
Properties=species:S:1:pos:R:3:nbo_charge:R:1
C -1.75369 -0.16012 -0.33567 -0.5213
C -0.42188 -0.04733 -0.25475 0.0986
C 0.52452 0.98919 -0.68772 -0.0220
N 1.63366 0.91236 -0.04263 -0.1993
N 1.54601 -0.12625 0.85537 -0.2811
N 0.41111 -0.90833 0.47409 -0.4525
H -2.27108 -0.84184 0.33134 0.1994
H -2.35461 0.40372 -1.03455 0.2135
H 0.33513 1.81342 -1.36504 0.2155
H 2.38987 -0.68868 0.79111 0.3671
H -0.03902 -1.34614 1.26846 0.3821
```

Properties
- gap between HOMO and LUMO (eV) = 8.91
- SMILES = C=C1C=NNN1
- F_max (hartree/bohr) = 0.00779
- HOMO energy (eV) = -7.79
- DFT total energy (eV) = -7659.901
- 2S+1 = 1
- energy above the lowest of the compared OMol25 structures with the same formula, charge and spin (kJ/mol) = 246.4
- LUMO energy (eV) = 1.120


Record 2
Formula: C3H5N3
Source: OMol25
Level of theory: ωB97M-V/def2-TZVPD

The geometry in XYZ format:
```
11
Properties=species:S:1:pos:R:3:nbo_charge:R:1
H 2.11091 -2.54684 -0.35076 0.3291
N 1.66830 -1.70008 0.00009 -0.3756
N 2.53984 -0.81605 0.08680 0.0295
N 1.93740 0.29783 0.67602 -0.3405
C 0.76782 0.46729 0.28488 0.4125
C -0.35848 0.93860 -0.16605 -0.3632
C -1.77906 0.41605 -0.01749 -0.6254
H -0.15440 1.94726 -0.51610 0.2527
H -2.44436 0.89614 -0.75483 0.2251
H -1.85112 -0.67559 -0.15600 0.2319
H -2.10965 0.67925 0.99541 0.2239
```

Properties
- gap between HOMO and LUMO (eV) = 9.66
- SMILES = [H]/N=N/N=C=CC
- F_max (hartree/bohr) = 0.01757
- HOMO energy (eV) = -9.26
- DFT total energy (eV) = -7658.413
- 2S+1 = 1
- energy above the lowest of the compared OMol25 structures with the same formula, charge and spin (kJ/mol) = 390.1
- LUMO energy (eV) = 0.407


Record 3
Formula: C3H5N3
Source: OMol25
Level of theory: ωB97M-V/def2-TZVPD

The geometry in XYZ format:
```
11
Properties=species:S:1:pos:R:3:nbo_charge:R:1
C 1.08924 -0.85373 0.40494 -0.4036
N -0.05596 -0.05201 0.00862 -0.3664
C -0.65267 0.05192 -1.21063 0.1419
N -1.53615 1.01099 -1.21460 -0.2850
N -1.53682 1.57316 0.03509 -0.2785
C -0.65116 0.92888 0.74218 0.1385
H 1.89558 -0.19783 0.74406 0.2137
H 1.44314 -1.42841 -0.45313 0.2200
H 0.84225 -1.55397 1.20938 0.2128
H -0.43094 -0.60140 -2.04340 0.2040
H -0.40650 1.12241 1.77750 0.2027
```

Properties
- gap between HOMO and LUMO (eV) = 10.53
- SMILES = Cn1cnnc1
- F_max (hartree/bohr) = 0.00463
- HOMO energy (eV) = -9.86
- DFT total energy (eV) = -7661.635
- 2S+1 = 1
- energy above the lowest of the compared OMol25 structures with the same formula, charge and spin (kJ/mol) = 79.1
- LUMO energy (eV) = 0.665


Record 4
Formula: C3H5N3
Source: OMol25
Level of theory: ωB97M-V/def2-TZVPD

The geometry in XYZ format:
```
11
Properties=species:S:1:pos:R:3:nbo_charge:R:1
H -2.37709 1.59360 0.10762 0.3653
N -1.37958 1.51538 0.08375 -0.7262
C -0.82234 0.35871 -0.02824 0.3383
C -1.39286 -0.87010 -0.56117 0.2130
N -1.86673 -1.82394 -1.01346 -0.2557
N 0.43823 0.41393 0.44628 -0.5893
C 1.55665 -0.47048 0.13617 -0.4182
H 0.29214 1.45950 0.64964 0.4442
H 1.18263 -1.47255 -0.12511 0.2185
H 2.16271 -0.11515 -0.70456 0.1979
H 2.20623 -0.58889 1.00908 0.2123
```

Properties
- gap between HOMO and LUMO (eV) = 9.86
- SMILES = [H]/N=C(\C#N)NC
- F_max (hartree/bohr) = 0.05160
- HOMO energy (eV) = -9.41
- DFT total energy (eV) = -7660.640
- 2S+1 = 1
- energy above the lowest of the compared OMol25 structures with the same formula, charge and spin (kJ/mol) = 175.2
- LUMO energy (eV) = 0.452


Record 5
Formula: C3H5N3
Source: OMol25
Level of theory: ωB97M-V/def2-TZVPD

The geometry in XYZ format:
```
11
Properties=species:S:1:pos:R:3:nbo_charge:R:1
H 1.23563 -1.97731 -1.02463 0.3472
N 0.62792 -1.17844 -0.84146 -0.5585
C 1.29616 -0.12334 -0.62263 0.0499
C 0.60005 1.16178 -0.31188 0.0861
N -0.55611 1.29407 0.18316 -0.3746
C -1.37530 0.22106 0.55645 0.2592
N -1.21246 -0.40850 1.64302 -0.6607
H -1.94811 -1.10464 1.76267 0.3418
H 2.39302 -0.06323 -0.66280 0.1649
H 1.15073 2.08051 -0.53815 0.1820
H -2.21152 0.09805 -0.14375 0.1628
```

Properties
- gap between HOMO and LUMO (eV) = 9.43
- SMILES = [H]/N=C/C=N\C=N\[H]
- F_max (hartree/bohr) = 0.00786
- HOMO energy (eV) = -9.45
- DFT total energy (eV) = -7660.613
- 2S+1 = 1
- energy above the lowest of the compared OMol25 structures with the same formula, charge and spin (kJ/mol) = 177.8
- LUMO energy (eV) = -0.027


Record 6
Formula: C3H5N3
Source: OMol25
Level of theory: ωB97M-V/def2-TZVPD

The geometry in XYZ format:
```
11
Properties=species:S:1:pos:R:3:nbo_charge:R:1
N -1.65493 2.36656 0.00139 -0.7534
C -0.46743 2.11404 0.21039 0.6446
C -0.51288 -1.89182 -0.14310 -0.2080
N 0.65632 -1.41877 -0.26442 -0.2854
C 1.71908 -0.80834 -0.38004 -0.0615
N 0.73784 2.02297 0.37460 -0.7323
H -2.32930 2.00954 0.66570 0.3877
H -0.98131 -1.90749 0.83535 0.2035
H -1.02725 -2.28846 -1.01187 0.2057
H 2.62181 -1.41790 -0.26418 0.1876
H 1.23805 1.21966 -0.02382 0.4115
```

Properties
- gap between HOMO and LUMO (eV) = 9.56
- F_max (hartree/bohr) = 0.01210
- HOMO energy (eV) = -8.88
- DFT total energy (eV) = -7659.028
- 2S+1 = 1
- energy above the lowest of the compared OMol25 structures with the same formula, charge and spin (kJ/mol) = 330.7
- LUMO energy (eV) = 0.676


Record 7
Formula: C3H5N3
Source: OMol25
Level of theory: ωB97M-V/def2-TZVPD

The geometry in XYZ format:
```
11
Properties=species:S:1:pos:R:3:nbo_charge:R:1
N -1.72537 -0.56883 -0.21356 -0.8265
C -0.42523 -0.04129 -0.04464 -0.0990
C 0.71655 -0.81943 -0.17055 0.0584
N 1.85771 -0.21031 0.05320 -0.5377
N 1.25759 1.57540 0.39468 -0.1461
C 0.01746 1.27114 0.27427 -0.0551
H -2.29939 -0.04302 -0.85836 0.3655
H -2.22417 -0.70537 0.65663 0.3639
H 0.62678 -1.87362 -0.44517 0.2168
H 2.68384 -0.82563 -0.06635 0.4044
H -0.48577 2.24098 0.41986 0.2555
```

Properties
- gap between HOMO and LUMO (eV) = 8.62
- F_max (hartree/bohr) = 0.07319
- HOMO energy (eV) = -8.17
- DFT total energy (eV) = -7659.220
- 2S+1 = 1
- energy above the lowest of the compared OMol25 structures with the same formula, charge and spin (kJ/mol) = 312.1
- LUMO energy (eV) = 0.448


Record 8
Formula: C3H5N3
Source: OMol25
Level of theory: ωB97M-V/def2-TZVPD

The geometry in XYZ format:
```
11
Properties=species:S:1:pos:R:3:nbo_charge:R:1
N -0.05506 -0.13325 -1.93921 -0.8114
C -0.24151 -0.01115 -0.59212 0.3325
C 0.60731 -0.67384 0.37825 -0.3408
C 0.50528 0.12357 1.45985 -0.0147
N -0.59852 0.98673 1.28646 -0.4431
N -1.01313 0.89204 -0.05699 -0.3466
H 0.37658 -0.95814 -2.31194 0.3906
H -0.57770 0.46533 -2.55527 0.4023
H 1.09571 -1.63292 0.27720 0.2273
H 1.24897 0.37827 2.20868 0.2211
H -1.34794 0.56337 1.84508 0.3829
```

Properties
- gap between HOMO and LUMO (eV) = 9.38
- SMILES = Nc1cc[nH]n1
- F_max (hartree/bohr) = 0.02302
- HOMO energy (eV) = -8.36
- DFT total energy (eV) = -7660.603
- 2S+1 = 1
- energy above the lowest of the compared OMol25 structures with the same formula, charge and spin (kJ/mol) = 178.7
- LUMO energy (eV) = 1.021


Record 9
Formula: C3H5N3
Source: OMol25
Level of theory: ωB97M-V/def2-TZVPD

The geometry in XYZ format:
```
11
Properties=species:S:1:pos:R:3:nbo_charge:R:1
C -1.70576 -0.27743 0.00556 -0.6359
C -0.21953 -0.25205 -0.06409 0.0460
C 0.66219 0.78876 -0.03329 -0.0778
N 1.89039 0.27804 0.11715 -0.3799
N 1.79615 -1.11163 0.11520 -0.0548
N 0.53298 -1.39367 0.00315 -0.2182
H -2.13871 0.69112 0.29584 0.2210
H -2.11312 -0.59000 -0.95855 0.2252
H -1.97275 -1.01278 0.77075 0.2336
H 0.63163 1.85753 -0.14832 0.2130
H 2.63653 1.02210 -0.10339 0.4277
```

Properties
- gap between HOMO and LUMO (eV) = 10.11
- SMILES = Cc1c[nH]nn1
- F_max (hartree/bohr) = 0.05850
- HOMO energy (eV) = -9.38
- DFT total energy (eV) = -7660.876
- 2S+1 = 1
- energy above the lowest of the compared OMol25 structures with the same formula, charge and spin (kJ/mol) = 152.4
- LUMO energy (eV) = 0.730


Record 10
Formula: C3H5N3O
Source: OMol25
Level of theory: ωB97M-V/def2-TZVPD

The geometry in XYZ format:
```
12
Properties=species:S:1:pos:R:3:nbo_charge:R:1
H -0.76574 2.63227 0.17123 0.3584
N -0.82541 1.64012 -0.06949 -0.6872
C 0.31786 1.06541 0.01121 0.2584
N 0.48131 -0.29479 -0.08274 -0.3224
C 1.77661 -0.70955 0.03095 0.5462
O 2.77791 -0.05289 -0.08963 -0.5581
N -0.53796 -1.23428 0.01474 -0.2492
C -1.77278 -0.98728 -0.03170 -0.0818
H 1.31709 1.56519 0.17202 0.2022
H 1.83381 -1.77475 0.10408 0.1355
H -2.36201 -1.85306 -0.07080 0.1807
H -2.24070 0.00362 -0.15987 0.2173
```

Properties
- gap between HOMO and LUMO (eV) = 10.82
- SMILES = [H]/N=C/N(C=O)N=C
- F_max (hartree/bohr) = 0.04427
- HOMO energy (eV) = -9.89
- DFT total energy (eV) = -9707.935
- 2S+1 = 1
- energy above the lowest of the compared OMol25 structures with the same formula, charge and spin (kJ/mol) = 255.6
- LUMO energy (eV) = 0.937


Record 11
Formula: C3H5N3O
Source: OMol25
Level of theory: ωB97M-V/def2-TZVPD

The geometry in XYZ format:
```
12
Properties=species:S:1:pos:R:3:nbo_charge:R:1
N 0.30266 1.83858 0.34723 -0.8397
C -0.41997 0.79729 -0.30194 0.0032
N -1.47215 1.06420 -1.14271 0.0498
O -2.01778 0.06875 -1.64440 -0.4321
C -0.04820 -0.51947 -0.14594 0.2062
C 0.00956 -1.82527 -0.28514 -0.1957
N 0.98047 -1.20680 0.68517 -0.5618
H 0.70374 2.47102 -0.33983 0.3665
H -0.32062 2.40238 0.91797 0.3676
H -0.50409 -2.76585 -0.21256 0.2440
H 0.82429 -1.19684 1.69236 0.3938
H 1.96210 -1.12798 0.42979 0.3982
```

Properties
- gap between HOMO and LUMO (eV) = 8.07
- SMILES = N/C(=N/[O-])C1=C[NH2+]1
- F_max (hartree/bohr) = 0.00994
- HOMO energy (eV) = -7.73
- DFT total energy (eV) = -9703.982
- 2S+1 = 1
- energy above the lowest of the compared OMol25 structures with the same formula, charge and spin (kJ/mol) = 637.0
- LUMO energy (eV) = 0.333


Record 12
Formula: C3H5N3O
Source: OMol25
Level of theory: ωB97M-V/def2-TZVPD

The geometry in XYZ format:
```
12
Properties=species:S:1:pos:R:3:nbo_charge:R:1
O 0.30422 -1.09073 2.33475 -0.6698
C 0.39428 0.06469 1.64635 0.1277
C -0.27926 0.25371 0.49529 0.0774
N -0.86270 -0.81692 -0.17097 -0.5352
N -0.12803 -0.65172 -1.32921 -0.4077
C -0.02689 0.80247 -1.52501 0.1706
N -0.00203 1.35117 -0.38824 -0.3503
H -0.21963 -1.69575 1.77443 0.4966
H 1.12897 -0.81902 -1.01272 0.2578
H 1.00774 0.82308 2.11363 0.1959
H -0.52511 -1.20217 -2.10455 0.4303
H 0.19903 1.20663 -2.50318 0.2068
```

Properties
- gap between HOMO and LUMO (eV) = 7.72
- F_max (hartree/bohr) = 0.05650
- HOMO energy (eV) = -7.51
- DFT total energy (eV) = -9704.998
- 2S+1 = 1
- energy above the lowest of the compared OMol25 structures with the same formula, charge and spin (kJ/mol) = 539.0
- LUMO energy (eV) = 0.210


Q: Which of these has the highest LUMO energy?
A: number 1